ORCA calculation (ωB97M-V/def2-TZVPD) on a structure of composition C29H54N3OP2Pt.

Geometry as XYZ:
```
90
Properties=species:S:1:pos:R:3
C -1.509 2.465 1.363
C -1.338 2.759 -0.999
C -2.054 3.734 1.529
C -1.699 4.125 -0.816
C -2.098 4.593 0.425
H -2.412 3.997 2.524
H -1.678 4.773 -1.690
H -2.423 5.624 0.587
N -1.220 1.982 0.145
P 0.184 0.397 2.286
P -1.007 0.374 -2.393
C -1.230 1.551 2.556
H -1.042 2.150 3.456
H -2.120 0.932 2.768
C 0.522 -1.484 -0.015
O 1.122 -2.477 0.083
C -1.171 2.138 -2.255
H -1.391 2.747 -3.131
C 0.371 -0.245 -3.640
C -2.746 0.090 -3.205
C 1.715 1.413 2.829
C -0.110 -0.927 3.622
C 1.536 -0.939 -2.909
H 1.226 -1.886 -2.458
H 2.320 -1.176 -3.650
H 1.990 -0.293 -2.147
C -0.148 -1.278 -4.657
H -0.557 -2.167 -4.161
H -0.898 -0.877 -5.347
H 0.704 -1.618 -5.271
C 0.979 0.947 -4.382
H 1.752 0.572 -5.076
H 0.251 1.514 -4.974
H 1.474 1.636 -3.690
C -3.026 -1.425 -3.321
H -2.421 -2.038 -2.641
H -4.082 -1.618 -3.090
H -2.844 -1.787 -4.340
C -3.858 0.754 -2.360
H -3.786 0.499 -1.298
H -3.848 1.849 -2.455
H -4.837 0.392 -2.714
C -2.842 0.747 -4.608
H -2.371 1.735 -4.658
H -2.433 0.129 -5.414
H -3.910 0.877 -4.837
C 1.171 -1.743 3.865
H 0.925 -2.587 4.528
H 1.573 -2.163 2.934
H 1.963 -1.175 4.364
C -1.209 -1.898 3.167
H -2.158 -1.383 2.968
H -0.908 -2.491 2.294
H -1.399 -2.603 3.991
C -0.586 -0.302 4.945
H -1.474 0.324 4.811
H -0.856 -1.121 5.627
H 0.182 0.290 5.447
C 1.682 2.775 2.123
H 0.900 3.423 2.539
H 2.645 3.287 2.278
H 1.529 2.677 1.042
C 3.004 0.669 2.423
H 3.015 0.411 1.361
H 3.865 1.335 2.590
H 3.180 -0.248 2.996
C 1.800 1.682 4.342
H 0.893 2.154 4.734
H 2.037 0.787 4.929
H 2.625 2.391 4.518
Pt -0.421 0.089 -0.065
N 3.622 1.142 -0.567
C 3.677 2.220 -1.020
C 3.748 3.562 -1.710
C 2.517 3.758 -2.588
C 3.876 4.703 -0.694
C 5.002 3.559 -2.580
H 2.573 3.072 -3.436
H 1.591 3.589 -2.032
H 2.508 4.769 -2.999
H 4.700 4.507 0.005
H 4.119 5.623 -1.240
H 2.949 4.868 -0.132
H 5.059 4.518 -3.109
H 5.890 3.442 -1.947
H 4.976 2.750 -3.318
N -2.493 -1.009 0.238
H -3.082 -0.425 0.839
H -2.301 -1.885 0.727
H -2.994 -1.226 -0.630
```

Its spin multiplicity is 3. Its expectation value of S² is 2.044. As for the total charge: +1. As for the energy above the lowest of the compared OMol25 structures with the same formula, charge and spin: 0.0 kcal per mole. For the HOMO energy (alpha / beta), the calculation gives -7.295 / -10.226 eV.


ORCA calculation (ωB97M-V/def2-TZVPD) on a structure of composition C4H6NaO3.

Geometry as XYZ:
```
14
Properties=species:S:1:pos:R:3
C 1.678 0.410 -0.298
O 1.201 -0.757 -0.642
O 0.861 1.414 -0.399
O 2.794 0.412 0.281
Na 3.508 -1.774 -0.327
C -0.877 -0.389 -0.237
C -0.717 0.914 -0.936
C -1.267 -0.384 1.209
H -1.112 -1.269 -0.843
H -0.609 0.815 -2.022
H -1.338 1.732 -0.557
H -0.868 -1.262 1.734
H -2.363 -0.380 1.315
H -0.892 0.518 1.723
```

Its spin multiplicity is 2. Its expectation value of S² is 0.755. As for the total charge: 0. As for the energy above the lowest of the compared OMol25 structures with the same formula, charge and spin: 19.8 kcal per mole. For the HOMO energy (alpha / beta), the calculation gives -5.993 / -8.208 eV.


ORCA calculation (ωB97M-V/def2-TZVPD) on a structure of composition C2H2NaO2.

Geometry as XYZ:
```
7
Properties=species:S:1:pos:R:3
H 2.119 0.390 0.515
O 0.088 -0.930 -1.297
C 1.101 -0.219 -0.973
C 1.018 0.620 0.194
O 0.025 0.527 0.968
H 1.856 0.052 -1.733
Na -1.698 -0.603 0.009
```

Its spin multiplicity is 2. Its expectation value of S² is 0.757. As for the total charge: 0. As for the energy above the lowest of the compared OMol25 structures with the same formula, charge and spin: 0.0 kcal per mole. For the HOMO energy (alpha / beta), the calculation gives -6.855 / -8.440 eV.


ORCA calculation (ωB97M-V/def2-TZVPD) on a cluster of 6 separate species, C18H42N6O6 in total.

Geometry as XYZ:
```
72
Properties=species:S:1:pos:R:3
C 2.410 3.442 0.363
N 1.400 4.173 1.218
C 0.099 4.221 0.892
C -0.915 4.908 1.888
O -0.421 3.931 -0.130
H 3.015 4.087 -0.107
H 1.926 2.872 -0.485
H 3.135 2.946 1.060
H 1.717 4.606 2.105
H -0.661 6.059 1.933
H -0.891 4.612 2.796
H -1.945 4.759 1.591
C -0.565 -3.826 1.791
N -1.948 -3.491 1.647
C -2.466 -2.368 2.137
C -3.955 -2.033 1.862
O -1.731 -1.493 2.686
H -0.407 -4.283 2.772
H 0.006 -2.920 1.847
H -0.196 -4.498 1.196
H -2.730 -4.070 1.371
H -4.204 -2.236 0.804
H -4.005 -0.857 1.677
H -4.715 -2.534 2.692
C 3.344 0.058 -1.497
N 4.441 0.747 -2.369
C 4.897 0.164 -3.502
C 5.838 1.101 -4.290
O 4.557 -0.874 -3.987
H 3.215 -1.082 -1.630
H 2.468 0.685 -1.741
H 3.359 0.361 -0.255
H 4.784 1.579 -2.060
H 6.552 0.491 -4.702
H 6.349 2.084 -3.751
H 5.206 1.709 -5.121
C -1.612 -2.913 -1.849
N -1.266 -1.968 -0.764
C -0.430 -0.932 -0.997
C -0.460 0.194 0.138
O 0.386 -0.842 -1.945
H -1.368 -3.925 -1.716
H -0.942 -2.873 -2.795
H -2.618 -2.755 -2.105
H -1.686 -2.364 0.029
H -0.585 -0.226 1.032
H -1.229 1.035 -0.208
H 0.593 0.727 0.263
C -4.286 0.639 -3.283
N -5.100 0.450 -2.078
C -5.472 -0.742 -1.607
C -6.653 -0.750 -0.637
O -5.056 -1.892 -1.917
H -3.588 1.607 -3.183
H -4.708 0.847 -4.200
H -3.562 -0.129 -3.327
H -5.575 1.095 -1.519
H -7.499 -1.638 -0.639
H -7.310 0.102 -0.767
H -6.346 -0.725 0.421
C 5.077 -0.691 2.196
N 3.654 -0.819 2.730
C 2.742 0.115 2.952
C 1.420 -0.187 3.319
O 3.115 1.327 2.975
H 5.814 -1.435 2.460
H 5.584 0.097 2.533
H 5.184 -0.938 1.152
H 3.437 -1.817 2.723
H 1.281 -1.101 2.739
H 0.920 0.600 2.844
H 1.181 -0.200 4.329
```

Its SMILES is CNC(C)=O.CNC(C)=O.CNC(C)=O.CNC(C)=O.CNC(C)=O.CNC(C)=O. As for the total charge: 0. As for the energy above the lowest of the compared OMol25 structures with the same formula, charge and spin: 200.8 kcal per mole. For the HOMO energy, the calculation gives -9.080 eV.


ORCA calculation (ωB97M-V/def2-TZVPD) on a cluster of 2 separate species, C17H28N2O2 in total.

Geometry as XYZ:
```
49
Properties=species:S:1:pos:R:3
C -1.220 -1.847 -5.884
N -1.163 -2.021 -4.434
C -0.053 -1.879 -3.698
O 1.026 -1.608 -4.211
C -0.184 -2.190 -2.197
N -0.914 -3.455 -1.948
C -0.667 -4.688 -2.397
C 0.536 -4.986 -3.271
O -1.424 -5.593 -2.091
C 1.136 -2.078 -1.387
C 1.602 -0.619 -1.266
C 0.988 -2.613 0.048
H -1.098 -0.791 -6.133
H -0.412 -2.412 -6.355
H -2.176 -2.203 -6.270
H -2.004 -2.306 -3.956
H -0.828 -1.403 -1.809
H -1.708 -3.410 -1.329
H 1.447 -4.666 -2.772
H 0.586 -6.061 -3.438
H 0.438 -4.485 -4.231
H 1.921 -2.652 -1.879
H 0.838 -0.015 -0.779
H 2.524 -0.570 -0.686
H 1.808 -0.204 -2.253
H 0.806 -3.688 0.035
H 0.161 -2.112 0.552
H 1.907 -2.439 0.607
C -0.856 1.090 1.503
C -0.347 2.146 2.444
C 0.994 2.160 2.840
C 1.460 3.143 3.715
C 0.595 4.129 4.213
C 1.129 5.170 5.166
C -0.758 4.125 3.815
C -1.728 5.164 4.324
C -1.211 3.134 2.931
H -0.870 1.476 0.479
H -1.872 0.791 1.779
H -0.217 0.202 1.536
H 1.681 1.405 2.470
H 2.505 3.135 4.009
H 0.970 6.174 4.760
H 2.202 5.037 5.336
H 0.618 5.096 6.131
H -2.736 4.983 3.940
H -1.414 6.162 4.004
H -1.769 5.141 5.417
H -2.251 3.127 2.620
```

Its SMILES is CNC(=O)[C@@H](NC(C)=O)C(C)C.Cc1ccc(C)c(C)c1. As for the total charge: 0. As for the energy above the lowest of the compared OMol25 structures with the same formula, charge and spin: 21.7 kcal per mole. For the HOMO energy, the calculation gives -8.641 eV.


ORCA calculation (ωB97M-V/def2-TZVPD) on the ion C2H2NO2 with charge +1.

Geometry as XYZ:
```
7
Properties=species:S:1:pos:R:3
C 0.311 -1.079 0.123
C -0.559 0.789 -0.399
N -0.561 -0.540 -0.586
O 1.023 0.193 0.934
O 0.324 1.187 0.436
H 0.702 -2.054 0.353
H -1.240 1.504 -0.861
```

Its spin multiplicity is 3. Its expectation value of S² is 2.030. As for the total charge: +1. As for the energy above the lowest of the compared OMol25 structures with the same formula, charge and spin: 59.2 kcal per mole. For the HOMO energy (alpha / beta), the calculation gives -14.585 / -18.911 eV.


For reference, maximum force by record: 4.6; 3.7; 4.1; 7.2; 2.2; 8.6 eV Å⁻¹.
For reference, total energy by record: -59285.5306; -14802.5332; -10616.4276; -40566.9654; -25159.8488; -7674.9915 eV.